Entry i
This record from the Open Molecules 2025 dataset describes a 3-piece molecular cluster, C3H7O2 overall. The level of theory is the ωB97M-V functional and the def2-TZVPD basis.

Geometry as XYZ:
```
12
Properties=species:S:1:pos:R:3:lowdin_charge:R:1
C -1.226 0.028 2.398 -0.146
O -1.236 -0.300 3.566 -0.063
H -2.163 0.043 1.819 0.074
H -0.331 0.344 1.855 0.054
H 0.061 -2.959 -2.862 0.002
C 1.406 1.098 -0.684 -0.125
C 0.101 0.692 -0.748 -0.578
O -0.339 -0.414 -0.284 -0.267
H 1.952 1.970 -1.007 -0.026
H 2.063 0.435 -0.122 -0.001
H -0.642 1.347 -1.259 0.067
H 0.354 -2.284 -2.673 0.008
```

Properties
HOMO energy: -2.52 eV
Lowest unoccupied orbital energy: 0.1514 Eh
Charge: -1
Frontier orbital gap: 0.2441 Ha

Entry ii
This record from the Open Molecules 2025 dataset describes a 3-piece molecular cluster, C3H7O2 overall. The level of theory is the ωB97M-V functional and the def2-TZVPD basis.

Geometry as XYZ:
```
12
Properties=species:S:1:pos:R:3:lowdin_charge:R:1
C 1.185 -0.560 -0.948 -0.165
O 2.383 -0.716 -0.837 -0.082
H 0.417 -1.265 -1.144 0.049
H 0.809 0.427 -0.668 0.050
H 2.854 1.670 1.914 0.013
C -1.193 0.344 1.624 -0.124
C -1.686 0.663 0.392 -0.445
O -1.392 -0.127 -0.704 -0.355
H -1.443 0.816 2.604 -0.002
H -0.435 -0.422 1.735 0.002
H -2.493 1.353 0.235 0.049
H 2.523 1.486 1.244 0.009
```

Properties
HOMO energy: -2.62 eV
Lowest unoccupied orbital energy: 0.1589 Eh
Charge: -1
Frontier orbital gap: 0.2553 Ha

Entry iii
This record from the Open Molecules 2025 dataset describes a 3-piece molecular cluster, C3H7O2 overall. The level of theory is the ωB97M-V functional and the def2-TZVPD basis.

Geometry as XYZ:
```
12
Properties=species:S:1:pos:R:3:lowdin_charge:R:1
C 0.641 1.295 -0.361 -0.176
O 1.763 1.708 -0.153 -0.071
H 0.481 0.231 -0.153 0.073
H -0.177 1.931 -0.697 0.067
H 4.729 -5.330 -2.886 -0.002
C -1.642 1.361 1.663 -0.124
C -2.120 0.511 0.692 -0.522
O -2.110 0.812 -0.574 -0.270
H -2.080 1.314 2.659 -0.020
H -0.709 1.895 1.577 -0.019
H -2.841 -0.305 0.849 0.061
H 4.065 -5.422 -2.617 0.002
```

Properties
HOMO energy: -2.31 eV
Lowest unoccupied orbital energy: 0.1522 Eh
Charge: -1
Frontier orbital gap: 0.2370 Ha

Entry iv
This record from the Open Molecules 2025 dataset describes a 3-piece molecular cluster, C3H7O2 overall. The level of theory is the ωB97M-V functional and the def2-TZVPD basis.

Geometry as XYZ:
```
12
Properties=species:S:1:pos:R:3:lowdin_charge:R:1
C -1.557 1.059 -0.529 -0.168
O -2.203 1.184 -1.550 -0.087
H -2.239 0.726 0.425 0.103
H -0.466 0.756 -0.350 0.044
H 0.238 -4.520 -3.301 -0.003
C 1.407 1.352 1.074 -0.166
C 0.821 0.183 1.566 -0.528
O -0.369 0.284 2.136 -0.288
H 2.560 1.501 1.047 0.006
H 0.695 2.216 0.723 0.033
H 1.465 -0.648 1.825 0.050
H -0.353 -4.092 -3.067 0.003
```

Properties
HOMO energy: -2.33 eV
Lowest unoccupied orbital energy: 0.1484 Eh
Charge: -1
Frontier orbital gap: 0.2342 Ha

entry i is the most stable structure; the next one sits 44.9 kJ/mol above it.

Entry i
This record from the Open Molecules 2025 dataset describes a 3-piece molecular cluster, CH3NO2 overall. The level of theory is the ωB97M-V functional and the def2-TZVPD basis.

Geometry as XYZ:
```
7
Properties=species:S:1:pos:R:3:lowdin_charge:R:1
C -1.254 1.288 -1.389 -0.096
N -0.809 1.770 -0.299 -0.371
O -0.036 1.302 0.536 -0.130
O -1.498 3.475 -0.031 -0.485
H -1.931 1.880 -1.972 0.034
H 6.484 -10.012 4.880 -1.000
H -0.956 0.297 -1.725 0.048
```

Properties
HOMO energy: 1.59 eV
Lowest unoccupied orbital energy: 0.2074 Eh
Charge: -2
Frontier orbital gap: 0.1488 Ha

Entry ii
This record from the Open Molecules 2025 dataset describes a 3-piece molecular cluster, CH3NO2 overall. The level of theory is the ωB97M-V functional and the def2-TZVPD basis.

Geometry as XYZ:
```
7
Properties=species:S:1:pos:R:3:lowdin_charge:R:1
C 1.575 4.061 3.852 0.066
N 4.500 4.702 2.918 -0.437
O 4.984 4.230 3.969 -0.238
O 5.238 5.057 2.002 -0.211
H 2.739 4.345 3.994 -0.093
H -4.364 -8.581 -6.993 -1.000
H 1.084 4.898 3.174 -0.087
```

Properties
HOMO energy (spin up / spin down): 1.43 / 1.43 eV
Lowest unoccupied orbital energy (spin up / spin down): 0.1421 / 0.1420 Eh
Charge: -2
Frontier orbital gap (spin up / spin down): 0.0896 / 0.0896 Ha

entry i is the most stable structure; the next one sits 137.4 kJ/mol above it.

Entry i
This record from the Open Molecules 2025 dataset describes one molecule with the formula C13H17P. The level of theory is the ωB97M-V functional and the def2-TZVPD basis.

Geometry as XYZ:
```
31
Properties=species:S:1:pos:R:3:lowdin_charge:R:1
C -3.926 -0.709 -0.028 -0.079
C -3.894 0.716 -0.038 -0.085
C -2.735 -1.482 -0.006 -0.031
C -2.613 1.366 0.037 -0.102
C -1.479 -0.855 0.078 -0.198
C -1.452 0.594 0.193 -0.254
C -0.243 -1.493 0.070 -0.209
C 1.018 -0.813 0.079 -0.248
C 1.279 0.570 0.050 -0.413
C -0.254 -3.055 0.073 -0.041
C 2.158 -1.794 -0.074 -0.048
C 2.697 1.148 0.080 -0.127
C 0.099 3.208 -0.216 -0.202
P 0.028 1.574 0.567 0.944
H -4.859 -1.188 -0.375 0.102
H -4.810 1.190 -0.300 0.076
H -2.860 -2.554 -0.178 0.101
H -2.677 2.412 0.247 0.076
H -1.216 -3.299 0.294 0.008
H 0.380 -3.396 0.822 0.049
H -0.067 -3.375 -0.978 0.106
H 2.070 -2.449 -0.962 0.095
H 2.023 -2.449 0.762 0.064
H 3.124 -1.243 -0.105 0.076
H 3.306 0.944 -0.865 0.099
H 3.377 0.919 0.915 0.074
H 2.411 2.201 0.186 0.029
H 0.299 3.102 -1.209 0.026
H 0.948 3.663 0.185 0.018
H -0.821 3.745 0.032 0.054
H -0.442 2.098 1.850 0.039
```

Properties
HOMO energy: -6.36 eV
Lowest unoccupied orbital energy: 0.0267 Eh
Frontier orbital gap: 0.2606 Ha

Entry ii
This record from the Open Molecules 2025 dataset describes a 2-piece molecular cluster, C13H17P overall. The level of theory is the ωB97M-V functional and the def2-TZVPD basis.

Geometry as XYZ:
```
31
Properties=species:S:1:pos:R:3:lowdin_charge:R:1
C 2.643 0.591 -3.209 -0.148
C 2.569 0.850 -2.032 -0.377
C -2.074 -1.294 0.973 -0.066
C -0.934 0.581 0.005 -0.031
C -1.674 -0.632 -0.147 -0.229
C -1.728 -0.884 2.225 -0.266
C -0.663 1.095 1.243 -0.315
C -0.871 0.224 2.357 0.016
C 2.762 0.391 -4.640 -0.113
C -2.242 -1.167 -1.473 -0.031
C -2.202 -1.694 3.420 -0.055
C -0.170 2.395 1.558 -0.090
C 3.747 0.140 0.203 -0.302
P 2.446 1.125 -0.345 0.895
H -2.749 -2.056 0.944 0.079
H -0.752 0.915 -0.988 0.097
H 3.815 0.418 -5.104 0.111
H 2.398 -0.538 -4.888 0.037
H 2.236 1.215 -5.175 0.092
H -3.024 -1.780 -1.172 0.039
H -2.423 -0.430 -2.222 0.066
H -1.520 -1.955 -1.852 0.102
H -2.686 -1.117 4.290 0.099
H -3.003 -2.498 3.055 0.115
H -1.437 -2.238 3.850 0.033
H 0.524 2.689 0.864 -0.002
H -0.934 3.109 1.567 0.083
H 0.261 2.431 2.503 0.068
H 4.316 -0.457 -0.459 -0.030
H 3.999 -0.018 1.286 0.003
H -0.631 0.592 3.366 0.119
```

Properties
HOMO energy: -8.47 eV
Lowest unoccupied orbital energy: 0.0018 Eh
Frontier orbital gap: 0.3131 Ha

entry i is the most stable structure; the next one sits 123.8 kJ/mol above it.